1.
C11H11N | ωB97M-V with the def2-TZVPD basis set

* HOMO: -9.2 eV
* SMILES: c1ccccc1.c1ccncc1
* gap between HOMO and LUMO: 10.09 eV
* relative energy (zero: lowest compared OMol25 entry of this formula, charge and spin): 79.1 kcal per mole
* M: 157.22 g mol⁻¹

Geometry as ORCA input:
```
! RIJCOSX wB97M-V def2-TZVPD def2/J DEFGRID3
* xyz 0 1
C 2.421 -1.271 0.189
C 2.035 -0.064 0.791
C 2.618 1.236 0.446
C 3.949 1.079 -0.073
C 4.466 -0.136 -0.535
C 3.739 -1.332 -0.361
H 2.043 -2.409 0.437
H 1.198 0.142 1.571
H 2.293 2.124 0.865
H 4.541 2.025 -0.192
H 5.662 -0.164 -0.585
H 4.188 -2.216 -0.985
C -4.085 1.141 -0.162
C -4.893 0.014 0.105
C -4.135 -1.162 0.269
N -2.824 -1.288 -0.036
C -2.119 -0.293 -0.484
C -2.709 1.012 -0.547
H -4.492 2.155 0.047
H -5.908 0.070 0.128
H -4.795 -2.050 0.586
H -1.093 -0.486 -0.774
H -2.101 1.874 -0.700
*
```

Partial atomic charges computed with the Mulliken method, in multiples of e:
1 C -0.36
2 C -0.20
3 C -0.55
4 C -0.14
5 C -0.30
6 C -0.13
7 H 0.23
8 H 0.28
9 H 0.44
10 H 0.26
11 H 0.21
12 H 0.26
13 C -0.19
14 C -0.46
15 C -0.08
16 N -0.55
17 C -0.18
18 C -0.41
19 H 0.31
20 H 0.48
21 H 0.25
22 H 0.45
23 H 0.36



2.
C11H11N3 | ωB97M-V with the def2-TZVPD basis set

* HOMO: -8.3 eV
* SMILES: C=CCNc1ncnc2ccccc12
* gap between HOMO and LUMO: 8.66 eV
* relative energy (zero: lowest compared OMol25 entry of this formula, charge and spin): 28.7 kcal per mole
* M: 185.23 g mol⁻¹

Geometry as ORCA input:
```
! RIJCOSX wB97M-V def2-TZVPD def2/J DEFGRID3
* xyz 0 1
C -4.426 -0.501 0.824
C -3.297 0.165 0.469
C -2.559 -0.110 -0.819
N -1.187 -0.564 -0.662
C -0.204 0.338 -0.432
N -0.555 1.628 -0.258
C 0.501 2.464 -0.070
N 1.817 2.264 0.084
C 2.106 0.944 0.063
C 3.541 0.618 0.198
C 3.956 -0.694 0.215
C 3.001 -1.755 0.107
C 1.636 -1.451 -0.069
C 1.200 -0.071 -0.160
H -4.710 -1.395 0.204
H -5.022 -0.235 1.662
H -2.995 0.997 1.100
H -3.045 -0.875 -1.403
H -2.456 0.824 -1.339
H -0.903 -1.588 -0.551
H 0.066 3.487 0.035
H 4.251 1.430 0.519
H 5.038 -0.876 0.283
H 3.370 -2.758 0.180
H 0.875 -2.285 -0.179
*
```

Partial atomic charges computed with the Mulliken method, in multiples of e:
1 C -0.73
2 C 0.02
3 C -0.72
4 N -0.12
5 C 0.46
6 N -0.51
7 C -0.21
8 N -0.67
9 C 0.35
10 C -0.40
11 C -0.29
12 C -0.69
13 C -0.48
14 C 0.69
15 H 0.20
16 H 0.29
17 H 0.30
18 H 0.46
19 H 0.26
20 H 0.23
21 H 0.36
22 H 0.33
23 H 0.35
24 H 0.40
25 H 0.10